Entry 1:
{
  "formula": "C32H62O9",
  "method": "ωB97M-V/def2-TZVPD",
  "elements": ["C", "C", "C", "O", "C", "H", "H", "H", "H", "H", "H", "H", "H", "C", "C", "C", "O", "C", "H", "H", "H", "H", "H", "H", "H", "H", "C", "C", "C", "O", "C", "H", "H", "H", "H", "H", "H", "H", "H", "C", "C", "C", "O", "C", "H", "H", "H", "H", "H", "H", "H", "H", "C", "C", "C", "O", "C", "H", "H", "H", "H", "H", "H", "H", "H", "C", "C", "C", "O", "C", "H", "H", "H", "H", "H", "H", "H", "H", "C", "C", "C", "O", "C", "H", "H", "H", "H", "H", "H", "H", "H", "O", "C", "O", "C", "C", "C", "H", "H", "H", "H", "H", "H"],
  "coordinates": [[2.375, -2.583, -7.667], [2.932, -1.225, -7.320], [2.600, -0.971, -5.873], [1.351, -1.645, -5.768], [1.315, -2.886, -6.589], [3.054, -3.411, -7.464], [1.989, -2.667, -8.683], [2.582, -0.411, -7.954], [4.019, -1.238, -7.398], [2.569, 0.085, -5.605], [3.333, -1.417, -5.201], [0.341, -2.938, -7.077], [1.537, -3.766, -5.986], [7.375, -4.012, 3.811], [6.802, -4.515, 2.491], [5.967, -3.318, 2.123], [6.838, -2.263, 2.398], [7.707, -2.573, 3.457], [8.161, -4.570, 4.319], [6.584, -4.043, 4.560], [6.237, -5.446, 2.523], [7.608, -4.702, 1.781], [5.038, -3.217, 2.684], [5.641, -3.232, 1.087], [7.454, -1.935, 4.304], [8.736, -2.459, 3.116], [-4.829, -6.162, -1.393], [-6.378, -5.874, -1.503], [-6.503, -4.426, -2.065], [-5.094, -4.023, -2.304], [-4.206, -4.716, -1.427], [-4.439, -6.635, -2.294], [-4.596, -6.791, -0.533], [-6.900, -6.029, -0.559], [-6.857, -6.553, -2.208], [-7.089, -3.737, -1.457], [-7.068, -4.508, -2.993], [-4.132, -4.284, -0.429], [-3.292, -4.761, -2.019], [-3.390, 5.884, -5.904], [-2.531, 5.429, -4.693], [-1.817, 6.747, -4.397], [-2.691, 7.841, -4.793], [-3.855, 7.271, -5.426], [-4.222, 5.260, -6.231], [-2.688, 5.978, -6.733], [-1.848, 4.604, -4.895], [-3.264, 5.194, -3.921], [-0.904, 6.628, -4.980], [-1.615, 6.725, -3.326], [-4.252, 8.000, -6.131], [-4.707, 7.097, -4.769], [1.091, -5.059, 5.479], [0.663, -5.448, 4.066], [0.323, -4.186, 3.388], [0.933, -3.169, 4.179], [0.935, -3.540, 5.546], [2.094, -5.418, 5.709], [0.405, -5.493, 6.206], [-0.228, -6.075, 4.102], [1.464, -5.947, 3.521], [-0.745, -4.010, 3.259], [0.765, -4.157, 2.392], [-0.030, -3.222, 5.939], [1.719, -3.070, 6.140], [3.724, 2.348, 3.945], [3.900, 3.741, 3.280], [2.718, 4.592, 3.657], [1.829, 3.802, 4.563], [2.203, 2.435, 4.276], [4.291, 2.308, 4.876], [4.008, 1.546, 3.263], [4.042, 3.680, 2.201], [4.790, 4.183, 3.730], [2.228, 4.855, 2.720], [3.042, 5.563, 4.031], [1.609, 2.134, 3.413], [2.008, 1.759, 5.107], [-6.053, 5.131, 2.634], [-4.770, 4.614, 2.018], [-3.945, 4.282, 3.297], [-4.316, 5.342, 4.184], [-5.645, 5.818, 3.945], [-6.645, 4.259, 2.910], [-6.659, 5.724, 1.948], [-4.374, 5.402, 1.377], [-4.987, 3.749, 1.392], [-2.889, 4.275, 3.027], [-4.120, 3.299, 3.734], [-5.583, 6.898, 3.808], [-6.286, 5.551, 4.785], [1.145, 3.185, -1.473], [0.918, 2.024, -1.155], [1.910, 1.049, -1.101], [1.380, -0.175, -0.679], [-0.098, -0.034, -0.951], [-0.421, 1.433, -0.845], [1.569, -0.333, 0.383], [1.876, -1.014, -1.167], [-0.748, -0.657, -0.338], [-0.176, -0.301, -2.005], [-0.685, 1.744, 0.165], [-1.162, 1.776, -1.568]],
  "lumo_ev": 0.3,
  "smiles": "O=C1CCCO1.C1CCOC1.C1CCOC1.C1CCOC1.C1CCOC1.C1CCOC1.C1CCOC1.C1CCOC1",
  "fmax_ev_per_a": 2.824,
  "energy_ev": -52611.1489,
  "spin_multiplicity": 1,
  "de_lowest_kcal_mol": 0.0
}

---

Entry 2:
{
  "formula": "C32H63N7O9",
  "method": "ωB97M-V/def2-TZVPD",
  "elements": ["C", "O", "C", "C", "O", "C", "C", "O", "C", "H", "H", "H", "H", "H", "H", "H", "H", "H", "H", "H", "H", "H", "H", "C", "O", "C", "C", "O", "C", "C", "O", "C", "H", "H", "H", "H", "H", "H", "H", "H", "H", "H", "H", "H", "H", "H", "C", "O", "C", "C", "O", "C", "C", "O", "C", "H", "H", "H", "H", "H", "H", "H", "H", "H", "H", "H", "H", "H", "H", "C", "C", "N", "H", "H", "H", "C", "C", "N", "H", "H", "H", "C", "C", "N", "H", "H", "H", "C", "C", "N", "H", "H", "H", "C", "C", "N", "H", "H", "H", "C", "C", "N", "H", "H", "H", "C", "C", "N", "H", "H", "H"],
  "coordinates": [[-3.156, 0.348, 2.284], [-2.646, -0.577, 1.329], [-3.710, -0.771, 0.336], [-4.720, -1.929, 0.457], [-4.069, -3.116, 0.367], [-3.115, -3.490, 1.316], [-2.909, -5.083, 1.220], [-4.147, -5.780, 1.434], [-4.012, -7.194, 1.153], [-4.058, -0.088, 2.713], [-3.241, 1.392, 1.983], [-2.435, 0.436, 3.096], [-3.221, -1.019, -0.606], [-4.159, 0.197, 0.118], [-5.516, -1.842, -0.282], [-5.169, -1.959, 1.450], [-3.343, -3.106, 2.311], [-2.187, -2.969, 1.083], [-2.218, -5.434, 1.987], [-2.363, -5.320, 0.307], [-4.953, -7.702, 1.363], [-3.248, -7.671, 1.768], [-3.723, -7.367, 0.117], [2.255, 0.151, 3.231], [3.302, -0.780, 3.071], [3.148, -1.831, 3.979], [4.294, -2.847, 3.939], [3.794, -3.966, 4.662], [4.841, -4.916, 4.839], [4.299, -6.089, 5.631], [3.979, -5.893, 7.010], [2.646, -5.359, 7.169], [2.311, 1.010, 2.563], [2.335, 0.487, 4.264], [1.279, -0.329, 3.166], [2.201, -2.271, 3.668], [3.022, -1.507, 5.012], [5.180, -2.474, 4.453], [4.571, -3.195, 2.944], [5.733, -4.491, 5.299], [5.092, -5.329, 3.862], [5.060, -6.867, 5.696], [3.481, -6.599, 5.122], [2.035, -5.557, 6.288], [2.487, -4.298, 7.359], [2.147, -5.871, 7.991], [-2.648, 2.527, -2.245], [-3.123, 2.838, -3.525], [-2.726, 4.098, -4.033], [-2.998, 4.216, -5.568], [-2.099, 3.388, -6.261], [-1.688, 3.632, -7.610], [-0.915, 4.931, -7.858], [-1.648, 6.132, -7.725], [-2.537, 6.447, -8.823], [-3.178, 1.612, -1.982], [-2.821, 3.226, -1.427], [-1.575, 2.339, -2.285], [-1.655, 4.174, -3.844], [-3.380, 4.846, -3.583], [-3.035, 5.241, -5.938], [-4.010, 3.896, -5.812], [-2.582, 3.506, -8.220], [-1.096, 2.760, -7.886], [-0.419, 4.972, -8.828], [-0.025, 4.968, -7.229], [-3.191, 5.591, -8.984], [-1.978, 6.668, -9.733], [-3.091, 7.325, -8.491], [0.359, 1.033, -4.600], [-0.135, 0.247, -3.535], [-0.566, -0.383, -2.677], [0.835, 1.920, -4.183], [-0.265, 1.413, -5.409], [1.181, 0.536, -5.116], [-0.010, 0.496, 0.519], [0.554, 1.537, -0.281], [0.881, 2.439, -0.948], [-0.688, -0.108, -0.085], [-0.580, 1.016, 1.288], [0.703, -0.095, 1.093], [-1.553, 4.125, 4.561], [-0.668, 3.190, 3.799], [0.025, 2.464, 3.251], [-1.467, 5.135, 4.161], [-1.091, 4.131, 5.549], [-2.575, 3.747, 4.586], [2.315, 4.310, 1.964], [2.960, 5.229, 0.980], [3.478, 5.958, 0.217], [1.357, 4.702, 2.307], [2.991, 4.309, 2.820], [2.247, 3.325, 1.502], [4.447, 2.782, -0.285], [5.494, 1.877, 0.057], [6.372, 1.173, 0.304], [3.600, 2.318, 0.221], [4.372, 2.894, -1.367], [4.722, 3.749, 0.134], [3.713, -1.526, -0.126], [3.462, -0.711, -1.277], [3.172, 0.004, -2.192], [2.972, -1.363, 0.657], [4.699, -1.379, 0.316], [3.667, -2.575, -0.418], [-1.244, -3.100, -1.778], [-0.294, -2.967, -0.690], [0.450, -2.993, 0.176], [-0.835, -2.988, -2.782], [-1.971, -2.321, -1.550], [-1.839, -4.013, -1.798]],
  "lumo_ev": 0.1,
  "smiles": "COCCOCCOC.COCCOCCOC.COCCOCCOC.CC#N.CC#N.CC#N.CC#N.CC#N.CC#N.CC#N",
  "fmax_ev_per_a": 5.875,
  "energy_ev": -63054.5279,
  "spin_multiplicity": 1
}

---

Entry 3:
{
  "formula": "C32H64AlN4O12S",
  "method": "ωB97M-V/def2-TZVPD",
  "elements": ["N", "C", "C", "C", "Al", "C", "C", "C", "C", "S", "C", "N", "N", "C", "O", "C", "C", "C", "N", "O", "H", "H", "H", "H", "H", "H", "H", "H", "H", "H", "H", "H", "H", "H", "H", "H", "H", "H", "H", "H", "H", "H", "H", "H", "O", "C", "O", "C", "C", "C", "H", "H", "H", "H", "H", "H", "H", "H", "O", "C", "O", "C", "C", "C", "H", "H", "H", "H", "H", "H", "H", "H", "O", "C", "O", "C", "C", "C", "H", "H", "H", "H", "H", "H", "H", "H", "O", "C", "O", "C", "C", "C", "H", "H", "H", "H", "H", "H", "H", "H", "O", "C", "O", "C", "C", "C", "H", "H", "H", "H", "H", "H", "H", "H"],
  "coordinates": [[-4.084, -7.341, -2.332], [-3.306, -6.206, -2.869], [-3.728, -4.846, -2.307], [-3.248, -4.609, -0.871], [-3.948, -2.908, -0.014], [-4.433, -1.563, -1.466], [-3.099, -1.200, -2.145], [-3.253, -0.227, -3.309], [-1.988, 0.090, -4.138], [-0.427, -0.545, -3.479], [0.274, 0.868, -2.773], [0.236, 2.112, -3.139], [1.013, 2.804, -2.217], [1.459, 1.924, -1.383], [1.028, 0.670, -1.665], [-5.387, -3.242, 1.384], [-4.724, -3.839, 2.638], [-3.899, -2.800, 3.353], [-2.727, -3.233, 3.983], [-4.212, -1.646, 3.418], [-3.712, -7.600, -1.428], [-5.034, -7.033, -2.167], [-3.452, -6.196, -3.950], [-2.252, -6.352, -2.663], [-3.282, -4.111, -2.981], [-4.813, -4.741, -2.411], [-3.406, -5.513, -0.273], [-2.162, -4.480, -0.918], [-2.666, -2.233, 0.768], [-5.106, -1.988, -2.216], [-4.860, -0.663, -1.016], [-2.636, -2.135, -2.471], [-2.467, -0.748, -1.380], [-4.019, -0.618, -3.978], [-3.653, 0.696, -2.888], [-2.073, -0.398, -5.107], [-1.907, 1.152, -4.342], [2.107, 2.079, -0.542], [-5.959, -2.359, 1.669], [-6.111, -3.966, 0.996], [-4.053, -4.633, 2.300], [-5.458, -4.257, 3.331], [-2.294, -3.984, 3.458], [-2.083, -2.450, 3.942], [2.664, -5.005, 5.092], [1.816, -4.779, 5.915], [0.571, -4.491, 5.508], [-0.530, -4.377, 6.426], [-0.590, -2.999, 7.044], [2.145, -4.736, 7.393], [-0.483, -5.165, 7.179], [-1.424, -4.557, 5.833], [0.299, -2.783, 7.626], [-1.455, -2.909, 7.699], [-0.666, -2.244, 6.260], [2.535, -3.747, 7.630], [2.916, -5.477, 7.587], [1.303, -4.945, 8.046], [3.065, 7.513, -6.684], [2.204, 6.767, -6.285], [2.579, 5.645, -5.659], [1.649, 4.766, -4.998], [1.025, 3.772, -5.950], [0.741, 7.030, -6.544], [0.902, 5.341, -4.453], [2.242, 4.243, -4.252], [0.435, 4.267, -6.724], [0.378, 3.094, -5.398], [1.799, 3.191, -6.453], [0.500, 6.661, -7.540], [0.577, 8.105, -6.521], [0.073, 6.568, -5.823], [0.147, -1.619, 9.768], [1.108, -0.903, 9.768], [2.029, -1.071, 8.794], [3.121, -0.173, 8.582], [4.308, -0.505, 9.462], [1.350, 0.118, 10.855], [2.795, 0.861, 8.699], [3.386, -0.303, 7.535], [4.067, -0.402, 10.520], [5.144, 0.158, 9.235], [4.623, -1.534, 9.294], [1.816, -0.384, 11.702], [0.386, 0.509, 11.167], [1.972, 0.957, 10.554], [1.043, 10.443, -6.072], [1.960, 10.534, -5.302], [1.679, 10.875, -4.023], [2.655, 10.842, -2.982], [3.468, 12.119, -2.920], [3.394, 10.353, -5.727], [3.285, 9.957, -3.073], [2.078, 10.726, -2.065], [4.042, 12.272, -3.833], [4.161, 12.087, -2.078], [2.808, 12.978, -2.797], [3.748, 11.296, -6.146], [3.438, 9.578, -6.487], [4.059, 10.048, -4.923], [-0.829, -4.920, -4.097], [0.222, -4.504, -3.701], [1.316, -4.650, -4.488], [2.565, -4.033, -4.183], [3.396, -4.864, -3.226], [0.363, -3.890, -2.327], [2.413, -3.016, -3.817], [3.076, -3.950, -5.141], [2.900, -4.979, -2.263], [4.366, -4.395, -3.060], [3.554, -5.861, -3.637], [0.486, -4.692, -1.600], [-0.556, -3.355, -2.097], [1.190, -3.190, -2.228]],
  "lumo_ev": 1.7,
  "fmax_ev_per_a": 1.226,
  "energy_ev": -82185.9145,
  "total_charge": -1,
  "spin_multiplicity": 1
}

---

Entry 4:
{
  "formula": "C32H64CaO6P2SbSi3",
  "method": "ωB97M-V/def2-TZVPD",
  "elements": ["Ca", "C", "C", "C", "O", "P", "O", "C", "P", "O", "O", "C", "C", "C", "O", "C", "C", "C", "O", "C", "C", "C", "H", "H", "H", "H", "H", "H", "H", "H", "H", "H", "H", "H", "H", "H", "H", "H", "H", "H", "H", "H", "H", "H", "H", "H", "H", "H", "H", "H", "H", "H", "C", "Si", "C", "C", "Sb", "Si", "C", "C", "C", "Si", "C", "C", "C", "H", "H", "H", "H", "H", "H", "H", "H", "H", "H", "H", "H", "H", "H", "H", "H", "H", "H", "H", "H", "H", "H", "H", "H", "H", "H", "H", "C", "C", "C", "C", "C", "C", "C", "C", "C", "C", "H", "H", "H", "H", "H", "H", "H"],
  "coordinates": [[0.500, 0.236, -0.221], [3.534, 2.327, 1.423], [4.031, 1.172, 0.576], [5.537, 1.009, 0.667], [3.399, -0.055, 1.089], [2.982, -1.286, 0.204], [2.109, -0.917, -0.940], [2.260, -2.366, 1.464], [1.046, -1.419, 2.442], [0.098, -0.721, 1.541], [0.398, -2.467, 3.431], [-0.970, -2.995, 3.374], [-1.249, -3.667, 2.040], [-1.980, -1.915, 3.725], [1.762, -0.370, 3.346], [2.466, -0.516, 4.616], [3.363, -1.740, 4.654], [1.466, -0.485, 5.758], [4.290, -2.049, -0.228], [4.924, -1.943, -1.545], [6.348, -2.426, -1.358], [4.173, -2.772, -2.571], [3.909, 3.263, 1.010], [3.896, 2.217, 2.447], [2.445, 2.371, 1.432], [3.723, 1.318, -0.464], [5.831, 0.889, 1.710], [6.025, 1.895, 0.263], [5.878, 0.136, 0.108], [3.051, -2.788, 2.080], [1.721, -3.173, 0.963], [-0.966, -3.749, 4.161], [-1.237, -2.933, 1.234], [-2.233, -4.135, 2.061], [-0.506, -4.443, 1.843], [-2.028, -1.159, 2.940], [-1.701, -1.433, 4.663], [-2.965, -2.362, 3.849], [3.085, 0.381, 4.653], [2.773, -2.654, 4.559], [3.881, -1.770, 5.612], [4.115, -1.698, 3.865], [0.897, -1.414, 5.793], [0.777, 0.350, 5.631], [1.995, -0.359, 6.702], [4.916, -0.891, -1.844], [6.344, -3.482, -1.085], [6.853, -1.864, -0.572], [6.902, -2.303, -2.287], [4.158, -3.819, -2.266], [4.686, -2.696, -3.529], [3.152, -2.419, -2.696], [-6.607, -0.137, -0.902], [-5.158, -0.311, 0.294], [-5.313, 1.008, 1.637], [-5.258, -2.021, 1.104], [-2.789, -0.043, -0.735], [-2.882, -2.002, -2.413], [-2.695, -3.626, -1.453], [-1.345, -1.757, -3.498], [-4.399, -2.181, -3.527], [-3.228, 1.937, -2.369], [-4.732, 1.783, -3.505], [-1.674, 2.155, -3.420], [-3.488, 3.443, -1.265], [-7.544, -0.340, -0.379], [-6.528, -0.830, -1.741], [-6.662, 0.875, -1.303], [-6.232, 0.871, 2.212], [-5.340, 2.008, 1.200], [-4.471, 0.972, 2.331], [-6.152, -2.093, 1.726], [-4.389, -2.212, 1.736], [-5.313, -2.813, 0.353], [-1.695, -3.726, -1.025], [-2.866, -4.487, -2.102], [-3.415, -3.682, -0.633], [-0.470, -1.498, -2.893], [-1.507, -0.943, -4.208], [-1.104, -2.654, -4.072], [-5.270, -2.507, -2.955], [-4.212, -2.925, -4.305], [-4.651, -1.241, -4.018], [-4.766, 0.839, -4.048], [-4.711, 2.589, -4.242], [-5.655, 1.875, -2.933], [-1.624, 1.406, -4.213], [-0.773, 2.080, -2.808], [-1.671, 3.140, -3.893], [-4.369, 3.319, -0.631], [-3.635, 4.344, -1.865], [-2.622, 3.608, -0.624], [3.326, 4.622, -2.850], [3.113, 3.240, -3.021], [2.198, 2.585, -2.243], [1.437, 3.256, -1.250], [0.526, 2.539, -0.407], [-0.181, 3.304, 0.501], [-0.051, 4.709, 0.604], [0.842, 5.375, -0.185], [1.625, 4.662, -1.124], [2.591, 5.314, -1.929], [4.062, 5.133, -3.458], [3.672, 2.704, -3.780], [2.029, 1.520, -2.392], [-0.877, 2.814, 1.184], [-0.659, 5.257, 1.315], [0.955, 6.450, -0.113], [2.739, 6.380, -1.795]],
  "lumo_ev": -1.8,
  "fmax_ev_per_a": 3.325,
  "energy_ev": -113699.7070,
  "total_charge": 1,
  "spin_multiplicity": 1,
  "de_lowest_kcal_mol": 27.9
}